1.
{"formula": "C19H44BrN3O2P", "method": "the ωB97M-V functional and the def2-TZVPD basis", "charge": -1, "lumo_ev": 2.393, "homo_lumo_gap_ev": 6.0, "elements": ["C", "C", "C", "C", "C", "C", "C", "P", "C", "N", "C", "N", "C", "C", "C", "C", "N", "C", "C", "O", "C", "O", "C", "C", "C", "H", "H", "H", "H", "H", "H", "H", "H", "H", "H", "H", "H", "H", "H", "H", "H", "H", "H", "H", "H", "H", "H", "H", "H", "H", "H", "H", "H", "H", "H", "H", "H", "H", "H", "H", "H", "H", "H", "H", "H", "H", "H", "H", "H", "Br"], "xyz": [[1.509, 1.533, 4.196], [1.835, 2.915, 3.613], [1.789, 2.898, 2.068], [3.046, 2.165, 1.519], [2.822, 1.592, 0.106], [1.932, 0.315, 0.182], [2.093, -0.443, -1.164], [0.703, -1.622, -1.612], [-1.061, -1.613, -0.970], [-1.259, -0.743, 0.230], [1.076, -2.860, -3.010], [-0.054, -3.793, -3.210], [0.170, -0.382, -2.988], [-0.279, 1.021, -2.477], [-1.710, 1.369, -3.000], [-2.696, 1.708, -1.841], [-3.339, 3.051, -1.981], [-3.781, 3.443, -0.703], [-5.072, 2.863, -0.154], [-3.125, 4.205, -0.058], [1.272, -2.991, -0.359], [0.467, -3.118, 0.834], [1.060, -2.577, 1.996], [0.365, -3.222, 3.242], [-1.030, -3.792, 2.941], [0.557, 1.201, 3.764], [1.455, 1.553, 5.289], [2.248, 0.770, 3.924], [2.823, 3.288, 3.916], [1.104, 3.661, 3.951], [1.834, 3.932, 1.710], [0.909, 2.385, 1.669], [3.400, 1.395, 2.215], [3.872, 2.892, 1.461], [2.438, 2.328, -0.606], [3.809, 1.236, -0.233], [2.381, -0.295, 0.970], [0.915, 0.644, 0.392], [2.329, 0.272, -1.955], [3.006, -1.054, -1.062], [-1.468, -2.618, -0.775], [-1.710, -1.202, -1.749], [-1.380, -1.385, 1.007], [-2.134, -0.248, 0.099], [1.204, -2.349, -3.968], [2.035, -3.388, -2.840], [-0.415, -4.128, -2.324], [0.254, -4.575, -3.774], [1.033, -0.212, -3.653], [-0.589, -0.891, -3.599], [0.380, 1.799, -2.886], [-0.316, 1.109, -1.386], [-2.180, 0.536, -3.541], [-1.702, 2.297, -3.731], [-2.182, 1.695, -0.862], [-3.524, 0.980, -1.778], [-2.634, 3.739, -2.245], [-5.716, 2.547, -0.981], [-5.574, 3.572, 0.504], [-4.873, 1.959, 0.436], [2.327, -2.910, -0.049], [1.198, -3.963, -0.871], [2.131, -2.794, 2.089], [0.813, -1.508, 2.035], [1.005, -3.950, 3.750], [0.213, -2.402, 3.960], [-0.973, -4.730, 2.387], [-1.702, -3.065, 2.479], [-1.495, -4.040, 3.908], [-1.841, 3.993, -4.444]], "mulliken_charge": [-1.018, -0.669, -0.315, -0.914, -0.932, 0.514, -2.215, 2.610, -1.302, -0.268, -1.187, -0.562, -2.585, 0.519, -0.489, -0.525, -0.248, 0.603, -1.061, -0.607, -1.458, -0.270, -0.019, -0.612, -1.056, 0.218, 0.431, 0.259, 0.306, 0.358, 0.342, 0.142, 0.424, 0.384, 0.394, 0.400, 0.292, -0.014, 0.709, 0.654, 0.484, 0.499, -0.043, 0.226, 0.508, 0.439, 0.213, 0.275, 0.573, 0.707, 0.509, -0.440, 0.281, -0.009, 0.294, 0.214, 0.250, 0.350, 0.356, 0.194, 0.328, 0.504, 0.411, -0.016, 0.351, 0.257, 0.198, 0.257, 0.429, -0.832]}

=====

2.
{"formula": "C19H45BN4O7", "method": "the ωB97M-V functional and the def2-TZVPD basis", "smiles": "CCCCN[C@H](CCOCC)O[C@H](B(C)O)[C@@H](N)N(O)C[C@@H](O)CN.CCOC(C)=O", "lumo_ev": 0.290, "homo_lumo_gap_ev": 8.8, "elements": ["C", "C", "C", "C", "N", "C", "C", "C", "O", "C", "C", "O", "C", "B", "C", "O", "C", "N", "N", "O", "C", "C", "O", "C", "N", "H", "H", "H", "H", "H", "H", "H", "H", "H", "H", "H", "H", "H", "H", "H", "H", "H", "H", "H", "H", "H", "H", "H", "H", "H", "H", "H", "H", "H", "H", "H", "H", "H", "H", "H", "H", "H", "C", "C", "O", "C", "C", "O", "H", "H", "H", "H", "H", "H", "H", "H"], "xyz": [[1.909, 3.356, 1.033], [0.838, 4.074, 1.934], [-0.429, 3.215, 2.255], [-0.135, 1.772, 2.789], [-1.235, 0.874, 2.346], [-0.760, -0.183, 1.439], [0.122, -1.269, 2.150], [0.103, -2.675, 1.430], [-1.016, -3.465, 1.814], [-2.106, -3.358, 0.912], [-2.555, -4.760, 0.359], [-0.073, 0.470, 0.378], [-0.402, -0.025, -0.915], [0.911, 0.183, -1.852], [1.324, -0.799, -3.046], [1.699, 1.341, -1.587], [-1.555, 0.831, -1.612], [-2.141, 0.106, -2.735], [-2.498, 1.381, -0.608], [-2.606, 2.756, -0.669], [-3.817, 0.731, -0.603], [-4.424, 0.934, 0.854], [-5.517, 1.873, 0.846], [-4.829, -0.431, 1.544], [-4.334, -0.566, 2.925], [2.882, 3.309, 1.577], [2.104, 3.940, 0.106], [1.611, 2.318, 0.790], [0.507, 4.979, 1.370], [1.307, 4.466, 2.864], [-1.094, 3.193, 1.366], [-0.999, 3.754, 3.048], [0.877, 1.394, 2.537], [-0.188, 1.813, 3.901], [-1.687, 0.470, 3.157], [-1.670, -0.692, 1.052], [1.172, -0.925, 2.294], [-0.298, -1.467, 3.165], [0.190, -2.584, 0.324], [1.032, -3.195, 1.759], [-2.997, -2.969, 1.465], [-1.928, -2.680, 0.052], [-3.456, -4.574, -0.272], [-1.767, -5.238, -0.253], [-2.877, -5.432, 1.178], [-0.746, -1.084, -0.933], [2.118, -1.526, -2.770], [0.453, -1.314, -3.510], [1.743, -0.150, -3.856], [1.149, 2.083, -1.861], [-1.033, 1.719, -2.057], [-2.450, -0.820, -2.468], [-2.867, 0.629, -3.205], [-2.842, 3.028, -1.577], [-3.784, -0.361, -0.763], [-4.499, 1.278, -1.300], [-3.662, 1.399, 1.519], [-6.263, 1.367, 0.509], [-5.940, -0.508, 1.498], [-4.416, -1.308, 0.994], [-4.417, 0.308, 3.431], [-3.371, -0.875, 2.876], [5.121, 0.858, -1.948], [4.753, -0.532, -1.478], [4.860, -1.490, -2.537], [6.003, -2.111, -2.872], [7.306, -1.602, -2.320], [5.974, -3.015, -3.663], [6.160, 0.913, -2.277], [4.974, 1.585, -1.148], [4.502, 1.146, -2.800], [5.333, -0.846, -0.608], [3.707, -0.542, -1.171], [7.746, -0.904, -3.031], [7.977, -2.450, -2.189], [7.217, -1.124, -1.346]], "mulliken_charge": [-0.533, -0.835, -0.074, -0.713, 0.168, -0.052, -0.447, -0.557, -0.457, 0.772, -1.404, 0.312, -0.202, 0.541, -0.932, -0.644, -0.791, -0.435, 1.005, -0.594, -1.042, 0.534, -0.569, -0.484, -0.675, 0.297, 0.274, -0.025, 0.363, 0.329, -0.113, 0.400, 0.210, 0.446, 0.366, -0.463, 0.261, 0.352, 0.270, 0.416, 0.023, -0.204, 0.345, 0.355, 0.325, -0.523, 0.335, 0.332, 0.231, 0.237, 0.321, 0.268, 0.329, 0.322, 0.344, 0.327, -0.119, 0.420, 0.511, 0.004, 0.324, 0.248, -0.968, 0.265, -0.306, 0.668, -0.908, -0.577, 0.377, 0.312, 0.245, 0.374, -0.386, 0.240, 0.309, 0.325]}

=====

3.
{"formula": "C19H45BO2RuS2Si4", "method": "the ωB97M-V functional and the def2-TZVPD basis", "lumo_ev": -0.654, "homo_lumo_gap_ev": 6.6, "relative_energy_kj_mol": 28.2, "elements": ["Ru", "C", "C", "S", "C", "C", "S", "H", "H", "H", "H", "H", "H", "C", "C", "C", "O", "B", "O", "C", "C", "C", "H", "H", "H", "H", "H", "H", "H", "H", "H", "H", "H", "H", "C", "Si", "C", "C", "Si", "Si", "C", "C", "C", "Si", "C", "C", "C", "H", "H", "H", "H", "H", "H", "H", "H", "H", "H", "H", "H", "H", "H", "H", "H", "H", "H", "H", "H", "H", "H", "H", "H", "H", "H", "H"], "xyz": [[-1.172, 0.122, 0.845], [-3.916, 1.943, -1.824], [-3.153, 1.539, -0.587], [-1.376, 1.840, -0.627], [-3.762, 1.082, 0.541], [-5.252, 0.888, 0.591], [-2.951, 0.746, 2.108], [-3.284, 2.538, -2.478], [-4.785, 2.551, -1.569], [-4.265, 1.075, -2.391], [-5.727, 1.002, -0.381], [-5.696, 1.605, 1.286], [-5.478, -0.109, 0.971], [1.437, 2.051, 4.884], [1.699, 1.753, 3.418], [2.389, 2.943, 2.772], [0.434, 1.568, 2.754], [0.552, 0.533, 1.833], [1.791, -0.071, 1.923], [2.409, 0.388, 3.164], [2.083, -0.651, 4.228], [3.908, 0.475, 2.968], [0.930, 3.012, 4.970], [2.376, 2.112, 5.440], [0.806, 1.293, 5.343], [1.724, 3.805, 2.844], [2.598, 2.766, 1.720], [3.325, 3.187, 3.279], [1.006, -0.740, 4.369], [2.543, -0.401, 5.185], [2.467, -1.620, 3.907], [4.175, 1.139, 2.148], [4.303, -0.518, 2.747], [4.391, 0.838, 3.878], [-1.465, 0.871, -4.272], [-1.225, -0.634, -3.177], [-0.234, -1.864, -4.213], [-2.906, -1.397, -2.783], [-0.087, -0.050, -1.185], [2.082, 0.571, -1.920], [2.016, 1.408, -3.605], [3.009, 1.706, -0.772], [3.013, -1.057, -2.080], [-0.908, -2.264, 0.559], [-2.640, -3.000, 0.483], [-0.156, -2.708, 2.225], [0.108, -3.156, -0.756], [-2.052, 0.568, -5.144], [-0.510, 1.264, -4.624], [-1.986, 1.676, -3.769], [-0.856, -2.178, -5.056], [0.079, -2.762, -3.681], [0.664, -1.399, -4.627], [-3.611, -1.199, -3.597], [-3.326, -0.985, -1.861], [-2.834, -2.479, -2.667], [1.398, 2.306, -3.585], [1.636, 0.757, -4.395], [3.032, 1.708, -3.877], [2.521, 2.681, -0.696], [4.027, 1.861, -1.138], [3.058, 1.265, 0.222], [2.504, -1.762, -2.740], [3.146, -1.533, -1.106], [4.006, -0.863, -2.497], [-3.283, -2.525, 1.228], [-2.580, -4.069, 0.712], [-3.113, -2.891, -0.492], [-0.707, -2.274, 3.062], [0.874, -2.359, 2.281], [-0.167, -3.797, 2.336], [-0.366, -3.131, -1.737], [0.181, -4.208, -0.457], [1.130, -2.782, -0.855]], "mulliken_charge": [-0.203, -1.927, 0.426, -0.758, 1.060, -1.598, -0.474, 0.376, 0.541, 0.295, 0.422, 0.349, 0.318, -1.954, 1.695, -1.698, -0.619, 1.548, -0.574, 1.489, -2.068, -1.919, 0.468, 0.340, 0.354, 0.516, 0.118, 0.349, 0.308, 0.385, 0.489, 0.368, 0.471, 0.357, -0.927, 1.147, -1.251, -0.944, -0.256, 0.612, -1.208, -0.396, -1.175, 0.669, -1.184, -0.837, -1.085, 0.399, 0.319, 0.059, 0.419, 0.390, 0.274, 0.502, -0.060, 0.421, 0.339, 0.302, 0.411, 0.391, 0.529, -0.560, 0.307, 0.319, 0.444, 0.249, 0.391, 0.289, 0.227, -0.058, 0.521, -0.083, 0.584, 0.260]}

=====

4.
{"formula": "C19H45Ba2NO11", "method": "the ωB97M-V functional and the def2-TZVPD basis", "charge": 2, "lumo_ev": -6.968, "homo_lumo_gap_ev": 5.5, "relative_energy_kj_mol": 0.0, "elements": ["Ba", "Ba", "O", "C", "O", "O", "H", "O", "C", "O", "O", "H", "C", "C", "O", "H", "H", "H", "H", "H", "H", "C", "C", "O", "H", "H", "H", "H", "H", "H", "C", "C", "O", "H", "H", "H", "H", "H", "H", "C", "C", "O", "H", "H", "H", "H", "H", "H", "C", "C", "C", "C", "C", "C", "N", "O", "C", "C", "C", "H", "H", "H", "H", "H", "H", "H", "H", "H", "H", "H", "H", "H", "H", "H", "H", "H", "H", "H"], "xyz": [[-18.602, 12.616, 10.278], [-16.660, 10.763, 6.718], [-14.071, 11.418, 9.758], [-15.395, 11.661, 10.046], [-15.719, 12.559, 10.816], [-16.303, 11.101, 9.337], [-14.265, 10.882, 8.974], [-20.847, 11.456, 9.183], [-20.260, 10.637, 8.331], [-20.929, 10.005, 7.494], [-18.981, 10.618, 8.306], [-21.746, 11.552, 8.801], [-24.580, 9.241, 6.083], [-24.567, 10.737, 6.425], [-23.572, 11.037, 7.397], [-23.759, 8.995, 5.407], [-25.478, 8.868, 5.593], [-24.422, 8.704, 7.021], [-25.498, 11.188, 6.765], [-24.325, 11.259, 5.492], [-22.765, 10.550, 7.160], [-20.523, 14.891, 13.107], [-21.612, 13.972, 12.670], [-21.251, 13.527, 11.332], [-20.601, 15.187, 14.157], [-20.571, 15.826, 12.543], [-19.506, 14.494, 13.055], [-22.628, 14.303, 12.448], [-21.670, 13.143, 13.383], [-22.041, 13.541, 10.769], [-19.619, 8.258, 11.334], [-19.501, 9.369, 12.352], [-18.564, 10.369, 11.913], [-20.254, 8.565, 10.500], [-20.077, 7.326, 11.671], [-18.657, 7.907, 10.951], [-19.242, 9.040, 13.361], [-20.498, 9.791, 12.492], [-17.730, 9.924, 12.111], [-20.339, 9.419, 3.339], [-19.549, 8.924, 4.545], [-19.103, 9.964, 5.392], [-20.889, 8.625, 2.831], [-19.650, 9.865, 2.620], [-21.110, 10.176, 3.500], [-18.666, 8.390, 4.170], [-20.042, 8.103, 5.075], [-19.788, 9.973, 6.104], [-24.210, 11.892, 11.907], [-25.123, 12.684, 10.905], [-26.088, 13.504, 11.778], [-26.884, 14.472, 10.885], [-25.886, 15.471, 10.314], [-24.801, 14.730, 9.384], [-24.262, 13.530, 10.076], [-23.253, 12.848, 9.377], [-25.437, 14.514, 8.030], [-23.668, 15.790, 9.270], [-25.815, 11.515, 10.174], [-24.702, 11.003, 12.293], [-23.966, 12.602, 12.697], [-23.280, 11.581, 11.431], [-26.840, 12.807, 12.154], [-25.645, 14.026, 12.623], [-27.513, 15.132, 11.491], [-27.554, 13.996, 10.173], [-25.359, 16.101, 11.028], [-26.436, 16.139, 9.647], [-25.412, 15.448, 7.466], [-24.825, 13.871, 7.386], [-26.467, 14.164, 8.065], [-22.842, 15.426, 8.654], [-24.093, 16.652, 8.758], [-23.297, 16.068, 10.255], [-26.498, 11.882, 9.393], [-26.451, 10.947, 10.850], [-25.195, 10.850, 9.571], [-23.662, 12.540, 8.539]], "mulliken_charge": [1.843, 1.789, -0.437, 0.726, -0.659, -0.749, 0.240, 0.206, 0.689, -1.005, -0.631, -0.068, -1.210, -0.314, -0.472, 0.292, 0.367, 0.308, 0.434, 0.321, 0.105, -1.346, 0.173, -0.050, 0.387, 0.311, 0.187, 0.164, 0.252, 0.045, -0.728, -0.349, -0.391, 0.026, 0.383, 0.286, 0.384, 0.210, 0.216, -1.081, -0.270, -0.396, 0.364, 0.303, 0.302, 0.277, 0.326, 0.254, -1.492, 1.138, -0.962, -0.707, -1.046, 1.025, 0.473, 0.162, -1.604, -1.905, -1.865, 0.478, 0.283, 0.074, 0.395, 0.318, 0.411, 0.398, 0.413, 0.373, 0.472, 0.307, 0.335, 0.257, 0.548, 0.308, 0.343, 0.535, 0.301, 0.222]}